DFT (ωB97M-V/def2-TZVPD) results for a cluster of 10 separate species, C23H58BrN7O13 in total in a non-equilibrium geometry.

XYZ file:
```
102
Properties=species:S:1:pos:R:3:forces:R:3
C -6.3858 2.9186 -4.5826 -0.164 -0.101 -0.539
C -5.3339 1.8985 -4.3884 0.175 0.095 -0.111
O -5.3759 0.7246 -4.5195 -0.043 -0.398 0.105
N -3.9732 2.4537 -3.9968 1.555 0.449 0.773
H -3.2196 2.1607 -4.6250 -0.414 -0.784 -0.209
H -3.8802 3.4549 -4.1374 -0.568 0.650 0.640
C -3.4980 2.0132 -2.5768 -0.468 -0.358 -0.706
H -6.1689 3.4395 -5.5254 0.140 0.198 0.218
H -6.4447 3.6334 -3.7650 0.059 0.073 0.008
H -7.3361 2.4240 -4.7578 -0.071 -0.077 0.255
H -3.5688 0.9304 -2.6062 0.010 -0.012 0.097
H -4.1447 2.4230 -1.8112 -0.154 0.203 -0.162
H -2.4760 2.3256 -2.3836 0.010 0.238 -0.215
C 3.9216 2.2350 2.6430 -0.016 0.344 -0.383
C 3.9203 3.7227 2.5694 0.970 -0.334 0.342
O 3.4876 4.5731 1.8867 -0.794 -0.335 -0.335
N 4.8923 4.3063 3.6485 -0.655 0.397 1.395
H 5.8141 3.8997 3.6555 0.535 -0.453 -0.038
H 4.9743 5.2766 3.3882 0.391 0.544 -0.501
C 4.3032 4.3759 5.0483 0.251 -0.291 -0.211
H 3.0502 1.8008 2.1869 -0.323 -0.126 -0.301
H 4.0022 1.8928 3.6691 0.122 -0.067 0.084
H 4.7970 1.9044 2.0605 -0.161 -0.023 0.187
H 3.3528 4.8613 4.9192 -0.402 0.226 0.058
H 4.9410 4.9975 5.6744 0.071 -0.127 -0.074
H 4.1536 3.3948 5.5025 0.261 0.056 -0.303
C 2.2274 -6.5595 -1.2360 -0.285 1.104 0.419
C 1.8694 -5.4368 -0.2402 -0.776 1.253 0.360
O 1.0607 -4.5455 -0.4873 1.241 -1.711 0.237
N 2.4582 -5.4354 1.1117 0.197 -1.307 -1.709
H 3.3324 -5.9678 1.0807 -0.338 -0.125 0.050
H 2.8472 -4.1988 1.8851 -0.130 -0.462 -0.559
C 1.5167 -6.1042 2.0395 -0.229 -0.549 0.161
H 3.2159 -6.4102 -1.6741 0.054 0.043 0.216
H 1.4981 -6.4636 -2.0268 -0.104 -0.097 -0.275
H 2.1704 -7.5577 -0.8152 0.064 -0.016 0.299
H 1.9259 -6.2032 3.0482 0.137 0.258 -0.263
H 1.3110 -7.1088 1.6727 -0.140 -0.165 0.116
H 0.5716 -5.5667 2.0952 0.194 0.195 -0.074
C -6.9484 -3.0268 -2.8069 -0.732 -0.627 0.127
C -5.6570 -3.5216 -2.3005 0.355 0.773 -1.150
O -5.2341 -3.8861 -1.2791 -0.256 -0.324 1.126
N -4.5395 -3.4922 -3.4046 0.306 0.064 -0.063
H -4.1256 -4.4062 -3.2944 0.701 -0.396 0.237
H -4.8988 -3.5262 -4.3506 -0.217 0.612 -0.406
C -3.5285 -2.3842 -3.1257 -0.443 -0.698 -0.314
H -7.3080 -3.6843 -3.6147 0.157 0.100 0.167
H -6.8970 -2.0182 -3.2226 0.184 -0.006 0.178
H -7.6601 -3.1027 -1.9885 -0.131 0.258 -0.051
H -4.0329 -1.4335 -3.2696 -0.020 0.008 0.062
H -2.6916 -2.4786 -3.8145 -0.097 -0.059 0.024
H -3.2063 -2.5344 -2.1008 0.045 0.180 0.033
C -0.7302 4.7508 3.6279 1.076 -0.724 -0.194
C 0.2673 4.0153 4.5080 -0.596 0.735 0.197
O 1.0805 3.1652 4.3766 -0.323 0.415 -0.635
N 0.0779 4.5341 5.9286 0.012 -1.699 2.254
H 0.4333 5.4687 6.0652 0.500 0.464 0.035
H -0.9065 4.6083 6.0947 -1.042 0.398 -0.097
C 0.5344 3.5144 7.0653 0.507 1.037 -1.771
H -0.8248 5.8072 3.9204 0.193 -0.318 -0.127
H -1.7091 4.2776 3.7627 0.071 -0.064 -0.054
H -0.4101 4.6251 2.5910 -0.318 0.196 0.056
H 0.4830 4.0150 8.0352 0.112 -0.091 -0.307
H 1.5374 3.2411 6.7070 -0.381 -0.139 0.802
H -0.1565 2.6823 6.9734 0.093 -0.057 0.166
C 4.6155 -3.3049 -4.2837 0.424 -0.462 -0.121
C 3.4849 -2.8824 -3.4426 -1.058 0.870 1.145
O 2.7006 -3.4859 -2.7934 0.227 -0.852 -0.252
N 3.2153 -1.3742 -3.3563 -0.341 0.853 0.620
H 2.8659 -1.0268 -2.3876 0.932 -0.618 -0.714
H 4.0635 -0.8427 -3.5193 0.132 0.367 -0.309
C 2.0796 -1.0129 -4.2646 -0.318 -0.615 -0.140
H 4.8421 -2.5944 -5.0845 -0.016 -0.187 0.136
H 4.3900 -4.3024 -4.6755 0.035 0.262 -0.077
H 5.5039 -3.4353 -3.6428 -0.205 0.234 -0.155
H 1.2049 -1.4835 -3.7978 0.148 0.298 -0.210
H 2.2133 -1.4634 -5.2475 0.178 0.120 0.005
H 1.9528 0.0613 -4.3535 0.176 0.014 0.204
C 0.0661 -1.4783 -0.0603 0.097 0.886 -0.210
C -0.8075 -0.2405 -0.1917 0.300 0.371 0.715
O -1.8927 -0.1085 -0.6829 0.475 -0.368 -0.047
N -0.1888 0.9844 0.4803 0.431 -0.080 -0.537
H 0.8363 0.9599 0.2567 -0.433 -0.117 0.378
H -0.5801 2.0567 -0.0148 -0.644 -0.505 -0.004
C -0.4660 0.9147 1.9466 -0.470 -0.011 0.108
H 1.0309 -1.2068 -0.5314 -0.376 -0.286 0.033
H -0.3599 -2.3819 -0.4905 -0.043 0.174 0.016
H 0.3443 -1.6383 0.9898 -0.252 0.022 -0.139
H -0.0187 0.0571 2.4659 0.136 0.145 -0.465
H -1.5541 0.8531 2.0519 0.152 0.040 0.049
H -0.1384 1.8231 2.4522 0.129 0.005 -0.306
Br 2.9448 0.6900 -0.8018 -0.031 -0.249 -0.143
O -1.8671 4.3288 0.8721 0.468 0.394 2.149
C -1.9384 3.9775 -0.4238 0.507 -1.273 -0.224
O -2.7190 4.5079 -1.1545 -1.499 1.242 -1.347
O -1.1687 3.0047 -0.7610 0.659 -0.401 0.626
H -2.4605 5.0606 1.1481 0.217 -0.601 -1.121
O 3.5094 -2.2539 0.8940 0.263 -0.481 -1.730
C 2.8199 -2.3211 2.0195 1.303 1.856 1.104
O 2.7712 -3.4729 2.5593 -0.411 -0.464 1.134
O 2.4688 -1.3139 2.5905 -1.119 1.069 0.163
H 3.4780 -1.3480 0.5211 -0.131 -0.099 0.320
```
Positions in Å, forces in eV/Å.

Summary:
HOMO-LUMO gap = 7.820 eV
LUMO energy = -8.8 eV
Total energy = -4845.3179 Eh
Charge = +4

DFT (ωB97M-V/def2-TZVPD) results for a structure of composition C44H55ClNO9P3STi in a non-equilibrium geometry.

XYZ file:
```
115
Properties=species:S:1:pos:R:3:forces:R:3
Ti 11.6585 -18.7459 7.3035 -0.172 0.249 -1.061
O 15.1357 -18.9576 5.0415 -0.108 -1.332 0.298
S 14.2481 -19.9715 5.6029 -0.174 0.203 0.130
O 14.6256 -20.7105 6.8078 0.222 0.829 -0.870
O 12.9445 -19.2415 5.8505 -0.169 -0.644 0.241
C 13.8854 -21.2658 4.3734 0.816 0.476 0.052
C 13.7407 -22.5603 4.8610 -0.265 0.302 1.376
C 13.6232 -23.6481 4.0318 0.222 -0.914 0.959
C 13.6692 -23.4742 2.6687 -0.087 0.101 0.124
C 13.7589 -22.1969 2.1591 0.351 1.078 -0.181
C 13.9611 -21.0521 2.9992 -1.014 -0.550 -1.543
P 14.0232 -19.3565 2.1857 0.906 -0.701 -0.757
C 15.8579 -19.1694 1.8833 -0.708 1.032 -1.313
C 16.8552 -19.8029 2.5669 0.036 -0.349 1.892
C 18.1651 -19.4173 2.4793 1.764 -0.352 -0.250
C 18.5429 -18.4746 1.5347 0.206 0.695 -0.134
C 17.5780 -17.7379 0.8192 -1.107 -2.715 0.612
C 16.2329 -18.1802 0.9315 -0.062 0.792 0.548
C 13.5226 -19.6333 0.3878 -0.673 -0.775 0.340
C 12.1670 -19.3898 0.0986 1.015 0.158 -1.894
C 11.6924 -19.5729 -1.2268 1.677 -0.189 1.500
C 12.5595 -20.0202 -2.1902 -0.480 -0.576 -0.964
C 13.8630 -20.3361 -1.9088 0.384 0.328 0.705
C 14.3620 -20.1515 -0.6262 -0.131 0.737 0.491
H 13.7224 -22.7090 5.9498 0.086 0.113 -0.602
H 13.5659 -24.6458 4.5085 -0.044 0.652 -0.556
H 13.6511 -24.3441 2.0438 -0.178 -0.140 -0.476
H 13.6885 -22.0768 1.0689 0.242 0.117 0.595
H 16.6729 -20.5170 3.3533 -0.568 -0.284 -0.036
H 18.9494 -19.9020 3.1295 -1.003 0.472 -0.937
H 19.6097 -18.3477 1.3416 -0.305 0.410 0.178
H 17.8615 -17.0456 0.0758 0.230 0.778 -0.613
H 15.4091 -17.7365 0.3227 0.920 -0.095 0.458
H 11.5761 -18.8580 0.7982 -0.705 -0.053 0.779
H 10.7158 -19.3827 -1.5182 -1.796 0.539 -0.138
H 12.2661 -20.1869 -3.2340 -0.320 0.261 0.519
H 14.4202 -20.6516 -2.7608 0.903 -0.309 -0.068
H 15.4168 -20.2183 -0.3818 -0.066 -0.496 -0.249
C 12.9612 -22.4696 8.9623 3.076 0.261 0.895
P 12.5930 -20.7016 9.0910 -1.094 0.866 -0.179
C 11.2700 -20.6665 10.3934 2.498 0.470 1.447
C 14.0096 -19.8648 9.9294 0.090 -1.092 0.216
C 13.6053 -18.4387 10.2527 0.518 0.390 0.280
P 13.2275 -17.4071 8.7806 0.134 -0.241 0.137
C 14.9131 -17.2223 8.0872 -0.807 -1.631 1.262
C 12.7912 -15.7590 9.4414 0.581 -0.133 -0.954
H 13.2165 -22.8037 10.0069 0.003 0.165 -0.969
H 13.8572 -22.6565 8.2719 -1.353 0.287 1.014
H 12.1350 -23.0423 8.6786 -1.385 -0.732 -0.740
H 11.5785 -21.3669 11.2020 -0.033 0.559 -0.234
H 10.3376 -21.0320 10.0804 -1.359 0.057 -0.610
H 11.2706 -19.6149 10.7967 -0.611 -1.228 -0.421
H 14.7745 -19.8907 9.1427 0.186 -0.089 0.453
H 14.3635 -20.4076 10.8632 -0.378 0.547 -1.177
H 14.4303 -17.9239 10.7376 0.305 0.035 0.187
H 12.8218 -18.4479 10.9951 -0.475 0.284 0.019
H 15.5957 -16.8401 8.8265 0.313 0.529 0.068
H 14.8551 -16.7193 7.1741 0.209 1.132 -1.318
H 15.2209 -18.2436 7.8492 0.128 0.057 -0.080
H 13.4589 -15.5377 10.2555 0.396 0.186 0.384
H 11.7765 -15.6921 9.8134 -0.261 0.005 -0.278
H 13.0286 -15.0659 8.6024 -0.549 -0.200 0.650
C 9.9975 -18.3089 3.0778 2.821 -0.668 -0.108
O 10.7384 -19.5481 3.3880 0.108 3.063 -0.421
C 9.8546 -20.4666 3.8635 0.023 -1.845 -0.080
C 9.2214 -20.1569 5.2232 -0.152 -1.403 0.434
O 10.1443 -20.2698 6.3692 -0.913 0.252 -1.101
C 9.6400 -21.2632 7.2654 2.051 -0.488 -0.504
H 9.1111 -18.6201 2.5799 -0.792 0.121 -0.904
H 10.7238 -17.7209 2.4403 -1.183 -0.366 0.749
H 9.7172 -17.7890 3.9853 0.231 0.367 0.138
H 10.4504 -21.4188 3.7363 -1.073 0.470 0.938
H 9.0192 -20.5036 3.1491 -0.301 -0.429 0.159
H 8.3689 -20.8970 5.3860 1.087 0.928 -0.191
H 8.7773 -19.1617 5.2316 0.119 0.021 -0.007
H 10.3278 -21.2395 8.0966 -0.239 -0.189 0.265
H 9.6956 -22.2430 6.7931 0.016 -0.129 -0.099
H 8.6565 -21.0670 7.5561 -1.486 0.470 0.588
C 16.5070 -12.8156 3.6334 0.365 -1.201 1.875
O 15.6426 -13.9876 3.5074 0.302 0.957 0.369
C 14.8101 -13.9635 2.4367 1.499 -1.433 1.018
C 14.7664 -12.9325 1.5753 -0.438 3.232 -3.150
C 13.9422 -12.9867 0.3925 0.496 -0.270 0.158
C 13.2268 -14.1613 0.0923 0.182 1.087 0.951
C 13.2955 -15.2056 0.9888 0.698 -1.549 2.522
C 14.1040 -15.1197 2.1716 -1.204 -0.528 -1.805
N 14.0836 -16.2199 3.0971 -1.819 -0.052 1.233
C 13.1284 -16.4142 4.0319 1.440 -0.445 -1.172
C 12.1315 -15.5071 4.4749 0.498 0.910 -0.375
C 11.9875 -14.1985 3.9277 -1.082 1.165 -0.543
C 10.9103 -13.3468 4.2599 1.150 -0.198 -0.215
C 10.0607 -13.7318 5.3096 0.117 -1.286 -0.379
C 10.2838 -14.9924 5.8934 -2.623 0.557 1.942
C 11.2548 -15.9157 5.5313 1.072 -1.399 -0.089
O 11.4108 -17.1045 6.0777 -0.813 0.894 -0.063
H 17.1943 -13.0465 4.5064 -0.880 0.105 -1.068
H 15.9100 -11.9296 3.9552 0.538 -0.445 -0.831
H 17.1357 -12.7649 2.7359 -0.338 0.593 0.222
H 15.4152 -12.0205 1.7599 -1.200 -1.277 -0.404
H 13.8646 -12.1739 -0.3820 0.364 -0.637 1.330
H 12.5168 -14.1463 -0.7093 0.001 -0.266 -0.484
H 12.7343 -16.1722 0.9847 0.267 1.020 -0.712
H 14.6449 -17.0474 2.8848 -0.037 0.262 0.101
H 13.1323 -17.4447 4.4458 0.067 0.806 -0.048
H 12.6742 -13.8221 3.1449 -0.832 -0.458 0.849
H 10.7822 -12.3946 3.7084 0.137 -0.716 0.563
H 9.1721 -13.1334 5.5899 0.813 -0.400 -0.030
H 9.5688 -15.3211 6.7175 1.033 0.457 -1.087
Cl 7.0091 -19.1853 8.5459 0.406 0.770 -0.046
C 8.0710 -17.7962 8.0605 0.588 -0.118 -0.046
C 9.2808 -17.6489 9.0204 0.070 -2.263 -2.034
O 9.3187 -17.1069 10.0662 -0.238 1.080 1.189
O 10.2975 -18.3480 8.5054 0.092 0.177 0.472
H 7.5334 -16.8603 8.0999 -0.571 -0.041 -0.147
H 8.4522 -18.0379 7.0415 -0.417 0.404 0.870
```
Positions in Å, forces in eV/Å.

Summary:
HOMO-LUMO gap (spin up / spin down) = 7.142 / 7.301 eV
2S+1 = 2
LUMO energy (spin up / spin down) = -3.0 / -3.0 eV
<S²> = 0.75
Total energy = -5173.3119 Eh
Charge = +1

DFT (ωB97M-V/def2-TZVPD) results for an isolated molecule of C6H12O in a non-equilibrium geometry.

XYZ file:
```
19
Properties=species:S:1:pos:R:3:forces:R:3
C -2.3344 0.4611 0.2205 0.051 1.507 -1.373
C -1.0820 -0.3208 0.4309 0.960 0.153 1.161
C -0.6081 -1.1085 -0.7822 -0.357 0.057 -0.047
O 0.7701 -1.3124 -0.6084 0.117 -0.364 -0.218
C 1.3310 -0.3383 0.2644 0.343 -0.199 0.283
C 2.4125 0.4017 -0.4672 0.203 0.265 -0.171
C 0.2018 0.5453 0.7653 -0.977 -0.351 -0.083
H -3.1089 -0.0966 -0.3151 0.031 -0.023 0.258
H -1.9838 1.2611 -0.4616 -0.703 -0.056 0.008
H -2.7681 0.9937 1.0733 0.217 -0.481 0.117
H -1.2480 -0.9952 1.2696 0.271 -0.349 0.061
H -1.0884 -2.0898 -0.8696 0.001 0.163 0.001
H -0.7986 -0.5507 -1.7140 -0.049 0.019 0.114
H 1.7902 -0.9016 1.0829 -0.058 0.056 0.143
H 3.1282 -0.3145 -0.8760 0.058 0.184 0.043
H 2.9133 1.1017 0.2064 0.113 -0.076 -0.053
H 1.9785 0.9799 -1.2871 0.052 -0.056 -0.035
H 0.2075 1.5119 0.2335 -0.220 -0.336 -0.003
H 0.2871 0.7721 1.8344 -0.053 -0.113 -0.205
```
Positions in Å, forces in eV/Å.

Summary:
HOMO-LUMO gap = 10.547 eV
LUMO energy = 1.1 eV
SMILES = C[C@H]1CO[C@@H](C)C1
Total energy = -311.0393 Eh

DFT (ωB97M-V/def2-TZVPD) results for a structure of composition C4H12BCsF4NO in a non-equilibrium geometry.

XYZ file:
```
24
Properties=species:S:1:pos:R:3:forces:R:3
Cs 9.4857 1.1966 11.5583 0.300 -0.297 -0.095
C 8.7834 4.2547 13.6688 -0.086 -0.848 -1.001
C 9.8934 5.2610 13.3899 0.210 -0.290 0.887
C 9.3730 6.6302 13.0649 -0.365 0.320 -0.118
O 8.6155 7.0290 14.1849 0.166 0.070 -0.040
C 8.0850 8.3408 14.0445 0.129 0.225 0.334
N 10.7463 5.4190 14.6327 -0.177 0.552 0.939
H 10.1684 5.5035 15.4755 -0.120 -0.276 -0.212
H 11.4248 4.6531 14.7358 0.007 -0.046 -0.294
H 11.2527 6.3086 14.6288 0.232 -0.212 -0.322
H 8.6640 3.7103 12.7188 -0.267 0.228 0.261
H 7.8068 4.6535 13.9218 0.166 0.436 0.142
H 9.0556 3.4768 14.3772 0.164 0.199 0.165
H 10.6089 4.8662 12.6758 -0.135 0.172 -0.290
H 8.7531 6.5967 12.1605 0.066 -0.024 -0.019
H 10.1917 7.3417 12.8896 0.021 -0.049 -0.101
H 7.6640 8.6257 15.0060 -0.120 -0.131 -0.042
H 7.3112 8.3729 13.2770 0.026 0.023 -0.074
H 8.8824 9.0586 13.8244 -0.061 -0.054 -0.181
B 12.2294 2.4159 13.4900 0.502 -0.850 -0.276
F 13.0017 1.8479 14.4589 -0.015 0.053 -0.037
F 12.3852 1.7995 12.2219 -0.151 0.265 0.134
F 10.8379 2.2223 13.8178 -0.165 0.427 0.163
F 12.4970 3.8007 13.3867 -0.327 0.104 0.076
```
Positions in Å, forces in eV/Å.

Summary:
HOMO-LUMO gap = 10.748 eV
LUMO energy = -3.2 eV
Total energy = -734.0952 Eh
Charge = +1